86
Properties=species:S:1:pos:R:3 method="wB97M-V/def2-TZVPD" homo_energy_ev=-8.638 molar_mass_da=452.68 smiles=COC[C@H](C)N.COC[C@H](C)N.COC[C@H](C)N.COC[C@H](C)N.CO.CO.CO orbital_gap_ha=0.343 e_above_lowest_kj_mol=394.4 lumo_ev=0.70 total_charge=0 total_energy_ev=-40897.05688
C -1.17417 3.42287 -3.77941
O -1.04749 2.00402 -3.62830
H -1.94740 3.60519 -4.52572
H -1.54066 3.90878 -2.87516
H -0.38479 4.01436 -4.24324
H -0.14966 1.73324 -3.42291
C 0.65876 1.77871 1.61240
O -0.65138 1.75565 1.02342
H 0.80369 2.60003 2.31420
H 0.73713 0.80745 2.10088
H 1.50598 1.86746 0.93236
H -0.83727 0.93580 0.55985
C -2.27681 -0.26389 -0.97759
O -0.91487 -0.56519 -0.86792
H -2.76073 -0.23589 -0.00130
H -2.37415 0.69242 -1.49148
H -2.72772 -1.15218 -1.42000
H -0.60340 -0.39380 -1.75967
C -2.17313 2.80757 4.12403
C -2.71710 1.36044 4.01326
C -3.98583 1.08186 4.82440
O -3.69869 1.03923 6.21564
C -4.64094 0.36697 6.99684
N -2.89500 0.93088 2.68061
H -1.26174 2.93660 3.54024
H -1.88663 3.03280 5.15130
H -2.73112 3.67001 3.75939
H -1.81644 0.80847 4.28203
H -4.50277 0.19367 4.46111
H -4.62621 1.93192 4.58901
H -4.13247 0.31699 7.95967
H -4.97535 -0.56518 6.54146
H -5.48972 1.02865 7.16964
H -2.06845 1.22366 2.17941
H -3.68046 1.31126 2.17220
C 3.58142 0.63176 -1.85011
C 2.32511 1.55108 -2.09790
C 2.81903 2.87572 -2.64618
O 3.45876 2.97211 -3.87270
C 3.78985 4.20659 -4.47638
N 1.64082 0.79525 -3.18762
H 3.95050 1.11517 -0.94557
H 4.18261 0.43288 -2.73730
H 3.15946 -0.31738 -1.51967
H 1.66738 1.56978 -1.22891
H 3.53020 3.29839 -1.93646
H 2.01633 3.60543 -2.53991
H 4.49130 3.99200 -5.28262
H 4.23417 4.76415 -3.65189
H 2.88806 4.69903 -4.84022
H 1.49464 -0.11552 -2.77626
H 2.35613 0.61243 -3.87683
C -0.42330 -4.79385 -0.59441
C -1.72709 -3.98872 -0.88716
C -2.06120 -3.90463 -2.36187
O -3.02431 -2.92038 -2.67690
C -3.30323 -2.79750 -4.08255
N -2.78251 -4.69748 -0.25793
H 0.46074 -4.23531 -0.90199
H -0.22185 -5.75745 -1.06238
H -0.29850 -5.08474 0.44862
H -1.71015 -2.99047 -0.44979
H -2.33919 -4.77325 -2.95878
H -1.09684 -3.51929 -2.69297
H -2.58588 -2.13333 -4.56462
H -4.22472 -2.26929 -4.32744
H -3.15212 -3.70422 -4.66831
H -2.99532 -4.16577 0.57399
H -3.58693 -4.47178 -0.82544
C 2.35978 -3.25573 1.29068
C 2.44235 -1.68821 1.36950
C 3.86679 -1.07388 1.20710
O 3.82069 0.26627 1.54557
C 5.02314 0.79976 1.85818
N 1.77547 -1.29706 0.12356
H 2.82591 -3.76118 0.44491
H 1.45130 -3.85539 1.34706
H 2.98399 -3.62242 2.10554
H 1.89626 -1.24392 2.20166
H 4.45973 -1.35447 0.33658
H 4.51076 -1.50982 1.97087
H 5.02148 1.88149 1.99219
H 5.68729 0.52595 1.03840
H 5.49853 0.38024 2.74481
H 2.05981 -0.34454 -0.05520
H 0.77061 -1.31905 0.02418

16
Properties=species:S:1:pos:R:3 method="wB97M-V/def2-TZVPD" homo_energy_ev=-11.191 molar_mass_da=60.14 smiles=CC.CC orbital_gap_ha=0.455 e_above_lowest_kj_mol=56.1 lumo_ev=1.20 total_charge=0 total_energy_ev=-4341.94633
C -1.63620 -1.05920 -0.44123
C -0.89955 -0.33605 -1.56349
H -1.91516 -2.09851 -0.70638
H -0.97978 -1.17896 0.42127
H -2.67270 -0.76357 -0.30115
H -0.93118 0.74167 -1.54917
H -1.35098 -0.44904 -2.56662
H 0.10813 -0.74142 -1.60290
C 1.86437 0.23734 1.19082
C 0.72422 1.20493 0.79146
H 2.14689 0.41732 2.23595
H 1.47587 -0.78371 1.16296
H 2.76284 0.38145 0.61102
H 0.95141 2.21950 1.11178
H -0.11634 1.01796 1.45296
H 0.46814 1.19030 -0.24728

36
Properties=species:S:1:pos:R:3 method="wB97M-V/def2-TZVPD" homo_energy_ev="-16.207 / -16.203" molar_mass_da=350.07 orbital_gap_ha="0.303 / 0.162" multiplicity=5 e_above_lowest_kj_mol=0.0 lumo_ev="-7.96 / -11.79" total_charge=+2 total_energy_ev=-89216.37681
C -0.19492 -3.99997 -4.37355
C -0.01522 -3.28727 -3.06485
H -1.25972 -4.14427 -4.56445
H 0.32478 -4.96167 -4.33565
H 0.26418 -3.40987 -5.17205
O -0.85032 -2.91017 -2.30805
Cl 1.75878 -3.02077 -2.69415
Co -0.16202 0.61103 0.37065
P -0.13392 2.28783 -1.22935
C -1.52502 3.48023 -1.23925
C 1.34748 3.36193 -1.14525
H 0.75058 0.97863 -3.04415
H -0.00162 2.48253 -3.66845
H -1.01762 1.10453 -3.14985
C -0.09802 1.66113 -2.95015
H 2.23228 2.72183 -1.18815
H 1.36218 4.08063 -1.97195
H -1.40122 4.22233 -2.03465
H -1.57332 3.98843 -0.27225
H 1.34978 3.89793 -0.19235
H -2.46392 2.94033 -1.38855
C -1.73522 1.17073 1.09625
O -2.74642 1.53043 1.56305
Cl 1.90018 -0.12177 -0.57925
C 0.25578 -2.57677 3.63675
N 0.29898 -1.14157 3.85825
C 0.52448 -0.59967 5.18785
C 0.14798 -0.27267 2.82305
O -0.04862 -0.65497 1.67515
H 0.40718 -3.14187 4.58055
H 1.06168 -2.86917 2.92995
H -0.72942 -2.86347 3.21215
H 1.44618 0.02233 5.19035
H -0.33802 0.03423 5.48605
H 0.64488 -1.39797 5.94875
H 0.21708 0.79693 3.00765